(1)
DFT (wB97M-V/def2-TZVPD) results for the molecule C4H7Cl2N in a non-equilibrium geometry.

The geometry in XYZ format:
```
14
Properties=species:S:1:pos:R:3:forces:R:3
C 0.0269 0.3125 -1.3611 -0.3 -0.3 1.9
C -0.1731 0.9946 -0.0284 0.6 0.6 0.9
C -0.4413 0.5165 1.1921 -0.5 -3.1 -2.2
C -0.7021 -1.0068 1.5097 0.3 1.3 0.5
H 1.9929 0.9329 -1.7829 -0.9 -0.7 0.1
H 1.8840 -0.4861 -0.9491 -0.8 0.6 -0.9
H -0.4751 -0.6378 -1.2411 -0.1 -0.4 -0.6
H -0.5340 0.9258 -2.0545 0.3 -0.1 -0.7
H 0.0315 2.0603 -0.0480 -0.2 0.2 0.0
H -0.7027 1.1351 1.9864 0.1 1.1 1.3
H -0.7665 -1.0926 2.6127 -0.3 -0.1 -0.8
N 1.4134 0.0752 -1.6960 1.6 0.2 0.3
Cl -2.2267 -1.6476 0.7725 0.6 0.3 0.4
Cl 0.6727 -2.0819 1.0876 -0.2 0.3 -0.1
```
Positions in Å, forces in eV/Å.

structure (SMILES)	NC/C=C\C(Cl)Cl
Kohn-Sham gap	0.369	hartree
ΔE to the lowest compared entry with this formula, charge and spin	0.707	eV
largest force on an atom	0.0743	Eh/bohr


(2)
DFT (wB97M-V/def2-TZVPD) results for the molecule C4H7ClFN in a non-equilibrium geometry.

The geometry in XYZ format:
```
14
Properties=species:S:1:pos:R:3:forces:R:3
C -0.3666 -0.4761 -0.4352 1.6 0.6 -0.8
C -1.4464 -0.0229 0.4892 -0.7 -0.4 1.1
C 0.4941 0.7421 -0.8911 -0.6 -0.6 0.6
C 1.5780 1.2930 -0.3581 0.1 -0.3 0.5
H -0.0920 -2.3639 0.0993 0.5 0.0 0.2
H 0.6032 -1.3056 1.1322 0.2 0.0 0.0
H -0.8024 -0.9050 -1.3629 0.0 0.4 0.5
H -2.1555 -0.8185 0.7704 0.2 0.1 -0.5
H -1.9991 0.8170 0.0659 0.1 0.2 0.4
H 0.0701 1.2379 -1.7568 0.4 0.0 -0.3
H 2.1498 2.0705 -0.8299 -0.2 0.3 -0.2
N 0.4756 -1.5138 0.1488 -0.7 -0.6 -0.2
F -0.8526 0.3060 1.7334 -0.3 0.4 -0.7
Cl 2.3438 0.9395 1.1947 -0.4 -0.3 -0.7
```
Positions in Å, forces in eV/Å.

structure (SMILES)	N[C@H](/C=C\Cl)CF
Kohn-Sham gap	0.381	hartree
ΔE to the lowest compared entry with this formula, charge and spin	0.301	eV
largest force on an atom	0.0359	Eh/bohr


Question: Which of these has the lowest largest force on an atom?
Answer: C4H7ClFN